{"formula": "C7H18KN5S", "method": "ωB97M-V/def2-TZVPD", "symbols": ["K", "N", "C", "C", "N", "C", "C", "N", "C", "C", "N", "H", "H", "H", "H", "H", "H", "H", "H", "H", "H", "H", "H", "H", "H", "H", "H", "H", "H", "S", "C", "N"], "xyz": [[-1.1149, 1.2399, -0.3239], [-1.3950, -0.7475, -2.1291], [-0.9076, -1.7450, -1.1627], [0.5866, -1.6059, -0.8767], [1.0016, -0.3773, -0.1669], [2.1479, 0.2832, -0.7974], [2.3055, 1.7644, -0.4757], [1.2473, 2.5835, -1.0841], [1.2214, -0.6097, 1.2694], [-0.0378, -0.6262, 2.1338], [-0.6341, 0.7119, 2.2686], [-2.4081, -0.6814, -2.0541], [-1.1775, -1.0361, -3.0749], [-1.0962, -2.7739, -1.4891], [-1.4967, -1.6287, -0.2509], [1.1245, -1.6514, -1.8276], [0.9139, -2.4872, -0.3098], [2.0278, 0.1840, -1.8795], [3.0947, -0.2263, -0.5547], [3.3080, 2.0622, -0.8040], [2.2744, 1.9296, 0.6029], [1.3319, 2.5582, -2.0952], [1.3585, 3.5545, -0.8172], [1.8724, 0.1803, 1.6511], [1.7736, -1.5511, 1.4135], [0.2267, -1.0634, 3.1027], [-0.7959, -1.2923, 1.7179], [-0.2174, 1.2078, 3.0462], [-1.6339, 0.6349, 2.4483], [-3.5899, -0.1860, 0.5916], [-5.1312, 0.4717, 0.8698], [-6.1806, 0.9232, 1.0580]], "nbo_charge": [0.906, -0.884, -0.244, -0.228, -0.486, -0.219, -0.229, -0.860, -0.226, -0.241, -0.889, 0.394, 0.362, 0.189, 0.213, 0.193, 0.189, 0.198, 0.179, 0.181, 0.194, 0.360, 0.369, 0.193, 0.178, 0.187, 0.208, 0.363, 0.402, -0.587, 0.094, -0.461], "lumo_energy_ha": -0.0092, "homo_ev": -7.4, "mol_weight_g_mol": 243.4}

***

{"formula": "C7H18N2", "method": "ωB97M-V/def2-TZVPD", "symbols": ["C", "C", "C", "C", "C", "C", "C", "N", "N", "H", "H", "H", "H", "H", "H", "H", "H", "H", "H", "H", "H", "H", "H", "H", "H", "H", "H"], "xyz": [[-1.5990, -1.8492, -0.7480], [-1.0685, -0.5879, -0.0481], [-1.6955, 0.6352, -0.7096], [-1.4639, -0.6473, 1.4300], [0.6601, -0.7257, -0.2017], [1.3517, 0.5911, -0.1117], [1.2430, 1.3728, 1.1830], [1.2954, 1.4142, -1.2472], [2.8849, -0.1009, -0.2570], [-2.6904, -1.9286, -0.6579], [-1.1655, -2.7585, -0.3185], [-1.3620, -1.8407, -1.8177], [-1.4098, 0.7163, -1.7630], [-2.7925, 0.5747, -0.6876], [-1.4381, 1.5656, -0.1966], [-1.0241, -1.5184, 1.9280], [-1.1592, 0.2466, 1.9791], [-2.5530, -0.7336, 1.5449], [0.8104, -1.2024, -1.1732], [0.9313, -1.4029, 0.6104], [1.3037, 0.7129, 2.0513], [2.0515, 2.1084, 1.2603], [0.3021, 1.9272, 1.2418], [1.3539, 0.8826, -2.1084], [0.5736, 2.1213, -1.2379], [3.4187, 0.6844, -0.6297], [3.2411, -0.2573, 0.6848]], "nbo_charge": [-0.613, -0.025, -0.624, -0.622, -0.393, 0.284, -0.640, -0.865, -0.873, 0.202, 0.208, 0.204, 0.209, 0.210, 0.197, 0.207, 0.205, 0.205, 0.216, 0.210, 0.218, 0.226, 0.209, 0.377, 0.378, 0.351, 0.340], "lumo_energy_ha": 0.0293, "homo_ev": -9.0, "mol_weight_g_mol": 130.2}